The following is a quantum chemistry calculation of a cluster of 11 separate species, C48H75N11 in total, from the Open Molecules 2025 dataset.

Positions of all 134 atoms, in Å:
N: -0.13926 4.35308 -4.94037
C: -0.24288 2.99476 -4.76156
C: -1.47612 2.61156 -5.21628
C: -2.15313 3.78796 -5.65075
C: -1.30744 4.84863 -5.43868
H: 0.64783 4.92140 -4.68716
H: 0.60930 2.43657 -4.41857
H: -1.87390 1.61263 -5.29152
H: -3.13649 3.83064 -6.08721
H: -1.45593 5.89404 -5.64570
N: 4.92031 -5.27758 3.38685
C: 4.56743 -4.32653 2.46177
C: 4.55179 -4.91939 1.22954
C: 4.88140 -6.29233 1.42545
C: 5.09136 -6.47795 2.76755
H: 4.95963 -5.11287 4.37509
H: 4.39884 -3.29402 2.71555
H: 4.44782 -4.38742 0.29863
H: 5.01189 -6.99295 0.61784
H: 5.38276 -7.36074 3.30893
N: 6.27901 0.17299 -0.65714
C: 7.56706 -0.15693 -0.99882
C: 7.62359 -1.50900 -1.18672
C: 6.32006 -2.02028 -0.95117
C: 5.51067 -0.94837 -0.66030
H: 5.96235 1.11494 -0.49299
H: 8.33558 0.59437 -1.04031
H: 8.48703 -2.08181 -1.48293
H: 5.95546 -3.02970 -1.03285
H: 4.47267 -0.90309 -0.37846
N: -6.18090 1.90625 -3.87390
C: -4.86750 2.20861 -3.62524
C: -4.35451 1.20327 -2.86910
C: -5.39627 0.26024 -2.63070
C: -6.50573 0.73040 -3.27108
H: -6.82655 2.50438 -4.35446
H: -4.37815 3.09642 -3.98624
H: -3.36055 1.22525 -2.44448
H: -5.31652 -0.66748 -2.09467
H: -7.52012 0.36940 -3.31301
N: 2.65388 -6.38198 -3.22466
C: 3.30990 -5.77217 -2.19301
C: 3.26161 -4.42848 -2.41346
C: 2.55426 -4.20901 -3.63523
C: 2.18297 -5.44071 -4.09958
H: 2.46535 -7.36138 -3.32756
H: 3.71840 -6.34119 -1.37638
H: 3.78939 -3.67913 -1.84604
H: 2.37097 -3.24837 -4.08390
H: 1.70488 -5.74183 -5.01683
N: 2.86676 1.31740 -0.25383
C: 3.25712 2.02998 0.83370
C: 4.10369 3.02286 0.41458
C: 4.23025 2.88493 -0.99879
C: 3.49510 1.79524 -1.37107
H: 2.34085 0.43466 -0.25828
H: 2.88048 1.79753 1.81594
H: 4.61092 3.77871 0.98872
H: 4.84934 3.51487 -1.61842
H: 3.36528 1.28912 -2.31178
N: -3.83530 -2.89432 1.53800
C: -4.28354 -2.31789 0.37816
C: -3.67489 -1.11082 0.26338
C: -2.86133 -0.91967 1.41266
C: -2.94620 -2.06849 2.13969
H: -4.00750 -3.83392 1.84411
H: -4.99982 -2.84527 -0.22730
H: -3.78931 -0.36669 -0.50745
H: -2.15658 -0.13949 1.64652
H: -2.41847 -2.30637 3.04971
N: -0.27176 -4.12346 4.49208
C: -0.39048 -2.79725 4.79496
C: -1.20289 -2.68843 5.89135
C: -1.54773 -4.00672 6.29794
C: -0.97629 -4.86768 5.40169
H: 0.18530 -4.53022 3.69634
H: 0.05644 -2.01980 4.19801
H: -1.42590 -1.75220 6.37582
H: -2.19106 -4.27880 7.11719
H: -1.02917 -5.93957 5.32432
N: -1.91068 2.72364 2.72800
C: -2.21568 1.80641 3.68809
C: -1.05759 1.25270 4.11948
C: 0.01302 1.93662 3.46100
C: -0.55310 2.84868 2.61078
H: -2.56611 3.35836 2.27435
H: -3.24029 1.57786 3.92779
H: -0.91093 0.53147 4.90710
H: 1.05690 1.79908 3.69233
H: -0.13162 3.58918 1.95044
C: -2.72003 6.36836 2.72001
C: -3.71145 5.70932 1.76135
N: -3.08570 4.70829 0.88474
C: -2.14295 5.38242 -0.00722
C: -1.34403 4.44022 -0.87038
C: -4.11152 4.01348 0.10737
C: -4.94819 3.02451 0.91798
H: -2.21399 7.21952 2.26355
H: -1.93766 5.65898 3.00530
H: -3.20279 6.69686 3.63785
H: -4.47854 5.21618 2.35733
H: -4.21964 6.47066 1.14643
H: -1.45547 5.96066 0.61521
H: -2.64276 6.13959 -0.64003
H: -0.97741 3.57298 -0.31495
H: -0.49281 4.93802 -1.32780
H: -1.94065 4.03757 -1.69516
H: -4.77449 4.69729 -0.44953
H: -3.61569 3.40058 -0.64356
H: -5.38225 3.46537 1.81433
H: -5.75939 2.63753 0.29904
H: -4.34734 2.15404 1.19323
C: 1.90422 -1.83547 1.66455
C: 0.76390 -1.02556 1.05864
N: 0.92626 -0.85840 -0.38787
C: -0.08852 0.06688 -0.90264
C: 0.07030 0.36657 -2.37784
C: 0.93485 -2.14436 -1.08354
C: -0.39162 -2.88789 -1.14658
H: 2.16682 -1.46422 2.66154
H: 2.81247 -1.75141 1.06360
H: 1.66996 -2.89229 1.80834
H: -0.19771 -1.48668 1.31521
H: 0.77962 -0.03020 1.50873
H: -1.09874 -0.30449 -0.69168
H: 0.03991 1.01750 -0.37610
H: 1.03052 0.84886 -2.56374
H: -0.05657 -0.49775 -3.02851
H: -0.70721 1.08819 -2.64488
H: 1.69766 -2.77392 -0.62330
H: 1.30522 -1.96285 -2.09569
H: -0.33023 -3.78509 -1.76153
H: -1.16044 -2.27419 -1.63213
H: -0.78656 -3.12297 -0.15520

Cartesian forces (eV/Å) of the 3 atoms listed first:
-0.096 0.064 0.315
0.209 0.273 -0.396
-0.206 0.105 -0.137

## Properties
SMILES string = c1cc[nH]c1.c1cc[nH]c1.c1cc[nH]c1.c1cc[nH]c1.c1cc[nH]c1.c1cc[nH]c1.c1cc[nH]c1.c1cc[nH]c1.c1cc[nH]c1.CCN(CC)CC.CCN(CC)CC
HOMO level = -0.2874 Ha
DFT total energy = -2476.2355 a.u.
Energy relative to the best compared isomer or geometry (same formula, charge and spin) = 0.00 kcal per mole
Charge = 0


The following is a quantum chemistry calculation of a cluster of 8 separate species, C48H78BrFN12O3 in total, from the Open Molecules 2025 dataset.

Positions of all 143 atoms, in Å:
C: 4.55864 -4.43353 -0.85078
C: 3.22601 -3.99648 0.00884
C: 1.83789 -3.96512 -0.92326
O: 0.67442 -4.15733 -0.29715
O: 2.03307 -3.67584 -2.35207
C: 0.78634 -3.78756 -3.12467
C: 0.00577 -2.31690 -3.27885
C: -1.47670 -2.29019 -2.57964
C: -2.87803 -2.83913 -3.25303
Br: -2.74252 -3.59957 -5.13800
C: -4.33010 -2.75162 -2.44230
C: -5.65993 -3.31297 -3.28263
C: -4.45746 -2.10773 -0.90374
N: -5.83923 -2.08201 -0.31317
C: -5.73612 -1.44757 1.04586
C: -7.17426 -1.26884 1.88110
C: -7.59003 0.32099 1.90121
F: -7.16539 -1.92829 3.20748
C: -4.39559 -0.91624 1.79939
C: -4.44692 -0.27734 3.33778
C: -2.86019 -0.15438 3.85251
O: -2.77842 0.11694 5.31316
N: -3.04462 -0.97576 1.14463
C: -3.07720 -1.56131 -0.23812
C: -1.62654 -1.62536 -1.05530
C: -0.29492 -0.99200 -0.28993
C: -0.19168 0.66283 -0.50905
N: -0.99079 1.12353 -1.71765
N: -0.58990 1.31953 0.79423
N: 1.29017 0.96242 -0.81711
H: 4.33582 -5.41182 -1.46257
H: 4.81251 -3.58323 -1.61844
H: 5.49428 -4.65755 -0.14680
H: 3.07995 -4.61382 1.00701
H: 3.36446 -2.86508 0.36368
H: 0.06854 -4.65161 -2.78693
H: 1.11419 -4.06168 -4.23942
H: 0.67333 -1.41836 -2.89959
H: -0.17314 -2.11681 -4.44173
H: -6.55026 -3.51760 -2.52877
H: -5.41417 -4.33062 -3.82186
H: -5.96914 -2.45066 -4.03393
H: -8.02305 -1.81902 1.24693
H: -8.61009 0.54031 2.43816
H: -6.78826 1.03364 2.36878
H: -7.73270 0.67483 0.77020
H: -4.95960 -1.00147 4.11700
H: -4.86477 0.81762 3.37101
H: -2.29447 -1.17292 3.68054
H: -2.34319 0.66777 3.19413
H: -1.87642 -0.28654 5.57317
H: -0.36821 -1.29244 0.84506
H: 0.70498 -1.42403 -0.71726
H: -1.41470 2.06596 -1.57035
H: -0.28418 1.24399 -2.49669
H: -0.37233 2.35941 0.77865
H: 0.05188 0.89839 1.52583
H: 1.43087 1.97587 -1.02213
H: 1.88958 0.62908 -0.02126
C: 0.84772 -6.66432 1.68269
C: 0.00522 -7.67263 2.45762
C: 0.66066 -8.11340 3.76784
C: 1.99625 -8.77778 3.47582
N: 3.10420 -9.32890 3.23359
H: 1.81001 -7.08925 1.38032
H: 0.32792 -6.35673 0.76985
H: 1.03955 -5.76861 2.28446
H: -0.17696 -8.54656 1.82022
H: -0.97050 -7.22567 2.67795
H: 0.01255 -8.82403 4.29149
H: 0.82231 -7.25272 4.42583
C: 1.95350 6.76491 -1.53990
C: 2.16125 5.45841 -2.29946
C: 0.85446 4.86214 -2.82608
C: -0.07725 4.55994 -1.66372
N: -0.85017 4.30928 -0.69950
H: 1.33713 6.61981 -0.64713
H: 2.91527 7.16840 -1.20781
H: 1.46967 7.51545 -2.17534
H: 2.65856 4.73881 -1.63759
H: 2.83688 5.64097 -3.14240
H: 1.05813 3.93592 -3.37370
H: 0.36151 5.56029 -3.51123
C: 8.16059 -1.62126 -2.09521
C: 7.64957 -0.75247 -3.24024
C: 7.10327 0.59562 -2.76615
C: 5.93542 0.37212 -1.81923
N: 4.96665 0.18673 -1.03368
H: 7.35985 -1.87909 -1.39497
H: 8.56700 -2.56063 -2.48315
H: 8.95448 -1.10992 -1.53889
H: 6.86846 -1.30140 -3.78037
H: 8.46837 -0.57847 -3.94709
H: 6.76288 1.18545 -3.62376
H: 7.88241 1.16631 -2.24932
C: -4.12075 6.41464 2.87307
C: -4.15794 5.64252 1.55797
C: -3.04378 6.05511 0.59413
C: -3.18165 7.52941 0.25076
N: -3.29599 8.75242 -0.03407
H: -4.27450 7.48697 2.71669
H: -4.91571 6.06702 3.54037
H: -3.16106 6.27419 3.38344
H: -5.13540 5.79587 1.08441
H: -4.06810 4.57177 1.77187
H: -3.10536 5.46444 -0.32596
H: -2.06082 5.88023 1.04474
C: 8.19189 -10.86494 4.52599
C: 6.79752 -10.56987 3.98221
C: 6.82360 -9.74543 2.69374
C: 7.49416 -8.40643 2.95435
N: 8.05045 -7.29567 3.17052
H: 8.72276 -9.94687 4.79677
H: 8.12523 -11.47940 5.42936
H: 8.79408 -11.40723 3.78809
H: 6.22186 -10.04035 4.75126
H: 6.28293 -11.51789 3.79038
H: 5.80250 -9.57282 2.33762
H: 7.37197 -10.27646 1.90814
C: -3.52251 1.85652 -4.53441
C: -2.95771 2.93663 -5.45168
C: -1.91356 2.39848 -6.43184
C: -0.74286 1.80866 -5.66240
N: 0.22830 1.31934 -5.02412
H: -2.74620 1.42004 -3.89815
H: -4.28401 2.28046 -3.87223
H: -3.98584 1.05112 -5.11567
H: -2.51604 3.72948 -4.83562
H: -3.78021 3.38851 -6.01704
H: -1.55028 3.20701 -7.07491
H: -2.35015 1.62493 -7.07283
C: -0.75854 12.17818 3.53226
C: -1.52314 11.65253 2.32143
C: -3.00960 11.43027 2.60705
C: -3.17145 10.40485 3.71737
N: -3.30573 9.55423 4.63845
H: -0.77619 11.46492 4.36229
H: 0.29128 12.34903 3.27384
H: -1.18239 13.12626 3.88257
H: -1.06289 10.71287 1.99215
H: -1.41975 12.36773 1.49794
H: -3.51496 11.06716 1.70593
H: -3.48769 12.36812 2.90990

Cartesian forces (eV/Å) of the 3 atoms listed first:
-0.165 -0.238 -0.029
0.195 1.121 -0.651
-3.390 -0.698 2.888

## Properties
SMILES string = CCC(=O)OCCc1c(Br)c(C)c2nc([C@H](C)F)c(CCO)nc2c1CC(N)(N)N.CCCC#N.CCCC#N.CCCC#N.CCCC#N.CCCC#N.CCCC#N.CCCC#N
HOMO level = -0.2787 Ha
DFT total energy = -5431.6547 a.u.
Charge = 0


The following is a quantum chemistry calculation of a cluster of 12 separate species, C48H78N8O8S4 in total, from the Open Molecules 2025 dataset.

Positions of all 146 atoms, in Å:
C: 4.33836 -3.21528 3.05015
C: 5.39701 -2.97661 1.97330
C: 5.13412 -1.60590 1.28462
C: 3.90240 -1.61494 0.49249
N: 2.94861 -1.58153 -0.14355
H: 4.28453 -2.42990 3.81034
H: 4.69835 -4.08166 3.61191
H: 3.31250 -3.36281 2.72243
H: 5.26880 -3.74037 1.20327
H: 6.43748 -2.95744 2.28739
H: 6.04329 -1.20952 0.84415
H: 4.79379 -0.95855 2.10197
C: 0.65495 0.43507 -0.60298
C: 0.00291 1.15394 0.56564
C: -1.17319 0.43476 1.16944
C: -2.15804 -0.09555 0.25100
N: -2.88762 -0.62251 -0.46196
H: 1.64412 0.83199 -0.82484
H: 0.04762 0.48318 -1.50923
H: 0.78477 -0.61718 -0.34897
H: -0.37852 2.06633 0.09297
H: 0.74012 1.44729 1.30919
H: -1.83729 1.06392 1.77517
H: -0.84601 -0.44431 1.73610
C: -2.76367 7.66102 1.56317
C: -1.40922 8.16011 1.16856
C: -0.69908 7.23377 0.16457
C: -0.61308 5.82674 0.65518
N: -0.54329 4.76706 1.09363
H: -2.67632 6.74035 2.14496
H: -3.46054 7.42291 0.76106
H: -3.18526 8.42032 2.22532
H: -0.70772 8.31600 1.99282
H: -1.40940 9.16892 0.74501
H: 0.32444 7.50401 -0.09309
H: -1.26291 7.10044 -0.76287
C: -0.30515 -4.16257 1.90522
C: 0.83217 -3.46807 1.15834
C: 1.71834 -4.51252 0.45276
S: 1.45467 -6.04696 1.30544
O: 2.70869 -6.53120 1.84033
O: 0.69973 -6.91530 0.43427
C: 0.32796 -5.38797 2.57786
H: -1.04180 -4.51738 1.18072
H: -0.73302 -3.52709 2.67781
H: 1.33850 -2.88394 1.93194
H: 0.45894 -2.69189 0.49086
H: 2.76564 -4.28511 0.64320
H: 1.54926 -4.69068 -0.60531
H: 1.02661 -5.06998 3.36172
H: -0.21079 -6.20851 3.04651
C: 2.67709 1.25157 6.17209
C: 1.17210 1.09915 6.30162
C: 0.62490 0.75326 4.92609
S: 1.90597 -0.33831 4.17042
O: 2.41127 0.22078 2.92262
O: 1.47392 -1.70252 4.24148
C: 3.13513 -0.04775 5.47929
H: 3.23597 1.40281 7.09098
H: 2.87042 2.04950 5.45078
H: 0.66310 2.00736 6.63333
H: 0.83061 0.35463 7.02491
H: 0.44606 1.63539 4.31059
H: -0.28987 0.16110 4.87389
H: 4.11788 -0.00210 5.01684
H: 3.01070 -0.89334 6.15537
C: -1.64129 1.44613 -5.69428
C: -2.59445 0.91656 -6.80446
C: -3.06936 -0.52332 -6.49513
S: -3.22453 -0.52150 -4.67079
O: -2.34240 -1.57691 -4.21268
O: -4.59224 -0.39254 -4.24317
C: -2.29438 1.05578 -4.35560
H: -1.70371 2.50936 -5.92871
H: -0.63880 1.10228 -5.94804
H: -2.16825 1.00463 -7.80261
H: -3.45033 1.59686 -6.78896
H: -2.26721 -1.23588 -6.69707
H: -3.92526 -0.98854 -6.97896
H: -1.60122 0.90744 -3.53414
H: -3.05891 1.80893 -4.17219
C: 1.89984 -0.98382 -5.34150
C: 2.48448 -1.05126 -3.92022
C: 2.87688 -2.51138 -3.57635
S: 2.60481 -3.47916 -5.10201
O: 2.01815 -4.75852 -4.77228
O: 3.80456 -3.39903 -5.90480
C: 1.31653 -2.34993 -5.73115
H: 2.72267 -0.83972 -6.04633
H: 1.26256 -0.09998 -5.33329
H: 1.76113 -0.70263 -3.18492
H: 3.32313 -0.35515 -3.91968
H: 2.09807 -2.86518 -2.90316
H: 3.87688 -2.77307 -3.24525
H: 0.42193 -2.54064 -5.13692
H: 1.20735 -2.53530 -6.79598
N: 1.73120 3.40582 -4.58094
C: 2.55528 4.37096 -4.10928
C: 2.50402 4.39258 -2.71477
C: 1.51036 3.43519 -2.36073
C: 1.01918 2.89252 -3.51800
H: 1.62344 3.13982 -5.54150
H: 3.18438 4.91082 -4.79992
H: 3.08720 5.05921 -2.10326
H: 1.10289 3.23536 -1.38213
H: 0.17489 2.26866 -3.75966
N: -6.49836 1.09906 0.50389
C: -6.93049 1.55783 1.73599
C: -5.89402 2.19690 2.37012
C: -4.77838 2.15962 1.48333
C: -5.21251 1.48373 0.38063
H: -7.05540 0.66446 -0.20668
H: -7.91759 1.34951 2.11566
H: -5.92263 2.66836 3.33858
H: -3.76990 2.52524 1.59031
H: -4.64506 1.19413 -0.49023
N: 4.27544 1.74105 1.06448
C: 4.15700 2.53018 -0.05688
C: 5.32806 3.18972 -0.26699
C: 6.22881 2.81378 0.76353
C: 5.55264 1.86332 1.51400
H: 3.51124 1.22386 1.46979
H: 3.16092 2.61035 -0.46120
H: 5.48603 3.96998 -0.99444
H: 7.25105 3.14723 0.81503
H: 5.85584 1.21878 2.32631
N: -3.06482 -2.56140 5.26068
C: -3.19079 -2.48396 3.90282
C: -3.55660 -1.16751 3.64936
C: -3.56216 -0.43222 4.83112
C: -3.17550 -1.32107 5.82572
H: -2.81531 -3.41065 5.73530
H: -3.19263 -3.41411 3.35933
H: -3.79479 -0.75874 2.67639
H: -3.66577 0.63948 4.85939
H: -3.08135 -1.11132 6.87893
N: -3.95536 -3.08899 -1.66296
C: -3.70150 -4.23656 -2.37165
C: -4.73721 -5.11398 -2.11199
C: -5.63812 -4.44383 -1.26606
C: -5.20910 -3.15387 -1.09284
H: -3.31086 -2.31407 -1.67656
H: -2.76528 -4.32623 -2.89566
H: -4.69787 -6.12131 -2.49604
H: -6.54441 -4.82586 -0.81982
H: -5.74474 -2.31265 -0.69020

Cartesian forces (eV/Å) of the 3 atoms listed first:
1.180 -0.475 1.069
-1.295 0.830 -1.168
-0.808 -0.392 1.470

## Properties
SMILES string = O=S1(=O)CCCC1.O=S1(=O)CCCC1.O=S1(=O)CCCC1.O=S1(=O)CCCC1.c1cc[nH]c1.c1cc[nH]c1.c1cc[nH]c1.c1cc[nH]c1.c1cc[nH]c1.CCCC#N.CCCC#N.CCCC#N
HOMO level = -0.2669 Ha
DFT total energy = -4508.3447 a.u.
Charge = 0


Max |F| readings, ordered: 1.3 10.1 2.1 eV/Å